Entry 1:
# C22H34O2

One molecule with the formula C22H34O2 (ωB97M-V with the def2-TZVPD basis set, OMol25).

Output
HOMO level: -0.314 hartree
energy above the lowest of the compared OMol25 structures with the same formula, charge and spin: 0.425 eV
DFT total energy: -27458.47641 eV
frontier orbital gap: 0.34676 Eh
structure (SMILES): CC/C=C\C/C=C\C/C=C\C/C=C\C/C=C\CCCC(=O)OCC
total charge: 0
LUMO: 0.880 eV

Atoms and positions in Å:
C 3.00 -3.23 -6.17
H 3.99 -2.89 -5.86
H 2.97 -4.31 -6.13
H 2.84 -2.92 -7.20
C 1.93 -2.63 -5.26
C 2.12 -3.08 -3.84
C 2.39 -2.33 -2.79
C 2.51 -0.83 -2.75
C 1.23 -0.26 -2.22
C 1.03 0.17 -0.98
C 2.06 0.20 0.12
C 2.47 -1.19 0.54
C 1.66 -2.09 1.07
C 0.20 -1.88 1.30
C -0.61 -2.29 0.11
C -1.90 -2.03 -0.08
C -2.76 -1.25 0.87
C -2.82 0.21 0.48
C -3.26 1.19 1.25
C -3.78 1.03 2.65
H -4.53 1.80 2.84
H -4.26 0.05 2.75
C -2.67 1.14 3.70
C -1.92 2.47 3.61
C -0.94 2.45 2.45
O -0.17 1.55 2.23
O -1.01 3.57 1.73
C -0.12 3.69 0.62
C 1.27 4.14 1.05
H 1.90 4.27 0.18
H 1.20 5.09 1.58
H 1.71 3.40 1.71
H -0.06 2.72 0.11
H -0.59 4.42 -0.04
H -1.33 2.62 4.52
H -2.60 3.31 3.48
H -1.95 0.33 3.57
H -3.12 1.05 4.70
H -3.27 2.20 0.86
H -2.48 0.43 -0.52
H -3.77 -1.66 0.86
H -2.37 -1.34 1.89
H -2.38 -2.35 -0.99
H -0.08 -2.85 -0.65
H 0.00 -0.83 1.53
H -0.12 -2.47 2.17
H 2.04 -3.07 1.32
H 3.52 -1.44 0.39
H 1.62 0.71 0.98
H 2.94 0.76 -0.21
H 0.04 0.52 -0.71
H 0.41 -0.25 -2.92
H 2.71 -0.43 -3.74
H 3.35 -0.56 -2.09
H 2.49 -2.80 -1.82
H 2.04 -4.15 -3.71
H 1.95 -1.54 -5.33
H 0.94 -2.96 -5.60

Entry 2:
# C22H35BBrClF4NO7

A 3-piece molecular cluster, C22H35BBrClF4NO7 overall at a distorted geometry (ωB97M-V with the def2-TZVPD basis set, OMol25).

Output
HOMO level: -0.190 hartree
DFT total energy: -133302.29925 eV
frontier orbital gap: 0.24448 Eh
total charge: -1
LUMO: 1.495 eV

Atoms and positions in Å:
N -4.13 4.65 5.65
C -3.60 3.45 4.85
C -2.03 3.70 4.39
Br -1.23 4.48 6.06
O -1.74 4.73 3.39
B -0.94 4.19 2.27
Cl -1.77 4.56 0.65
C 0.65 4.58 2.11
O 1.35 4.87 3.37
C 2.42 3.89 3.65
C 2.38 3.17 5.15
C 3.49 2.07 5.68
C 4.72 1.62 4.65
C 4.77 2.35 3.19
C 3.66 3.48 2.66
O -0.89 2.72 2.45
C -1.41 2.31 3.77
F -0.40 1.72 4.67
C -2.45 1.08 3.35
C -1.65 -0.21 2.66
C -1.83 -0.29 1.03
F -3.16 -0.27 0.34
C -0.62 -0.42 0.14
F -0.32 0.51 -0.99
F 0.37 -1.55 0.32
H -4.12 4.34 6.65
H -5.11 4.84 5.32
H -3.58 2.54 5.61
H -4.32 3.18 3.95
H 0.68 5.54 1.40
H 1.14 3.70 1.47
H 1.52 3.47 5.89
H 3.36 1.62 6.77
H 5.52 0.80 4.99
H 5.64 2.06 2.45
H 3.76 3.98 1.58
H -2.89 0.69 4.38
H -3.27 1.52 2.63
H -2.14 -1.17 3.13
H -0.50 -0.22 2.99
C 1.23 -2.04 -2.80
O 2.13 -2.72 -3.67
C 2.84 -1.81 -4.53
C 4.27 -1.58 -4.03
O 4.28 -0.87 -2.79
C 4.52 -1.72 -1.68
H 0.89 -2.75 -2.04
H 1.71 -1.20 -2.29
H 0.36 -1.69 -3.36
H 2.30 -0.86 -4.62
H 2.88 -2.27 -5.52
H 4.80 -0.96 -4.76
H 4.81 -2.53 -3.95
H 5.57 -2.03 -1.67
H 3.88 -2.61 -1.70
H 4.31 -1.17 -0.77
C -2.41 -4.15 -3.32
O -3.00 -5.18 -4.11
C -3.99 -4.67 -5.00
C -3.45 -4.56 -6.43
O -2.44 -3.55 -6.53
C -1.13 -4.10 -6.56
H -1.53 -4.57 -2.82
H -2.10 -3.30 -3.92
H -3.13 -3.83 -2.55
H -4.38 -3.70 -4.65
H -4.82 -5.38 -5.00
H -4.27 -4.25 -7.10
H -3.07 -5.53 -6.79
H -0.95 -4.56 -7.54
H -0.98 -4.84 -5.77
H -0.41 -3.29 -6.42

Entry 3:
# C22H35BN10O2P2Re

C22H35BN10O2P2Re as an isolated structure at a distorted geometry (ωB97M-V with the def2-TZVPD basis set, OMol25).

Output
HOMO level (spin up / spin down): -0.595 / -0.595 hartree
energy above the lowest of the compared OMol25 structures with the same formula, charge and spin: 1.205 eV
DFT total energy: -63736.16527 eV
frontier orbital gap (spin up / spin down): 0.20522 / 0.17019 Eh
expectation value of S²: 2.034
total charge: +3
spin multiplicity: 3
LUMO (spin up / spin down): -10.618 / -11.570 eV

Atoms and positions in Å:
Re -0.01 -0.15 0.01
C -0.87 0.85 4.18
C -1.21 0.31 2.95
N -0.13 0.22 2.18
N 0.92 0.69 2.89
C 0.49 1.07 4.11
B 2.35 0.52 2.37
N 2.46 -0.95 1.91
C 3.17 -1.95 2.44
C 2.89 -3.11 1.75
C 1.98 -2.73 0.78
N 1.72 -1.42 0.88
N 2.55 1.34 1.08
C 3.58 2.14 0.75
C 3.45 2.51 -0.57
C 2.29 1.89 -1.00
N 1.76 1.17 0.00
N 3.36 0.92 3.42
C 3.57 2.15 3.94
C 4.54 2.05 4.92
C 4.89 0.69 4.94
N 4.20 0.07 4.02
H -1.52 1.05 5.01
H -2.18 -0.03 2.61
H 1.16 1.46 4.85
H 3.83 -1.76 3.28
H 3.30 -4.08 1.93
H 1.51 -3.34 0.03
H 4.35 2.38 1.45
H 4.10 3.14 -1.14
H 1.84 1.92 -1.97
H 3.02 3.02 3.62
H 4.99 2.83 5.50
H 5.61 0.19 5.55
C -2.08 4.62 0.32
C -1.52 3.26 0.51
N -0.30 3.02 0.85
O 0.48 4.14 1.04
C -2.32 2.05 0.39
C -3.78 2.05 0.67
N -1.70 0.97 0.09
O -2.15 -0.25 0.11
H -1.40 5.23 -0.27
H -2.16 5.11 1.29
H -3.06 4.60 -0.15
H 1.35 3.84 1.36
H -3.98 2.63 1.57
H -4.15 1.03 0.79
H -4.34 2.52 -0.14
C 0.23 -3.25 -2.34
P -0.80 -2.29 -1.18
C -1.57 -3.45 -0.02
C -2.15 -1.74 -2.30
C -1.66 -0.63 -3.24
P -0.26 0.38 -2.54
C 1.17 0.02 -3.63
C -0.78 2.08 -2.94
H -0.39 -4.09 -2.66
H 1.15 -3.65 -1.91
H 0.49 -2.65 -3.21
H -2.28 -4.07 -0.58
H -2.11 -2.90 0.75
H -0.83 -4.10 0.45
H -2.99 -1.40 -1.69
H -2.49 -2.60 -2.87
H -2.48 0.04 -3.50
H -1.30 -1.07 -4.18
H 0.81 -0.41 -4.56
H 1.87 -0.66 -3.15
H 1.69 0.94 -3.88
H -0.83 2.17 -4.02
H -0.08 2.82 -2.55
H -1.76 2.28 -2.52